60
Properties=species:S:1:pos:R:3:forces:R:3 method="wB97M-V/def2-TZVPD" lumo_energy_ev=-3.52 charge=+1 gap_ha=0.25124 largest_force_ha_per_bohr=0.0394
O 2.106952 -0.682606 1.146456 0.28 -0.11 0.06
C 0.278626 2.241236 1.932388 -0.13 -0.07 -0.08
N 1.530105 -1.402545 -0.889290 0.73 -0.47 -0.09
C -0.010421 3.066357 2.974906 -0.26 0.08 0.26
S 0.485925 1.367336 -3.854538 -0.04 0.03 0.06
N 1.634249 1.741050 0.029298 0.29 0.68 0.41
O -1.795048 -3.570861 1.453713 0.00 -0.14 0.24
H -1.494980 9.323360 4.082089 0.03 -0.02 -0.01
H 0.432864 4.913805 3.991836 -0.04 -0.01 0.00
H 0.784453 8.377127 4.428271 -0.04 0.04 -0.06
C -1.390555 -2.594011 0.698615 0.18 0.14 0.27
H -2.086697 -1.287473 -1.943108 -0.09 0.20 -0.02
N -0.732028 1.057443 -1.376707 0.07 0.35 -0.58
H -0.635797 -2.091088 -2.087380 0.15 -0.02 -0.22
N 2.572824 5.769302 2.563333 -0.45 0.35 0.59
H -1.831897 -2.659202 3.334378 -0.05 0.07 -0.01
C -0.216047 1.201199 -2.448286 -0.09 0.11 -0.13
C 5.156652 -4.314064 -0.991346 -0.03 0.00 -0.03
C 5.444079 -3.666471 0.206860 0.02 -0.01 0.00
H 5.832312 -5.076873 -1.357054 -0.01 0.03 0.02
H 4.809418 -2.179836 1.648817 0.00 -0.01 -0.04
Zr 0.223278 0.024960 0.153542 -1.53 -1.09 -0.76
C -1.128231 7.656883 1.153596 0.05 -0.04 0.04
C 2.642335 2.013597 -0.774579 -0.15 -0.03 -0.01
C 0.691976 4.272751 3.159566 0.03 0.20 0.16
O 1.226417 -2.862985 -2.658453 -0.19 0.00 -0.14
H -0.807624 2.789824 3.653790 0.03 0.04 -0.02
C 3.482597 -2.373999 -0.034692 -0.08 0.10 0.04
C 3.163441 4.023156 0.397478 0.01 0.08 0.06
C 2.381656 -1.411586 0.165812 0.19 -0.22 0.04
C 1.896265 -2.462294 -1.744398 0.16 0.15 0.10
C 0.122032 7.102135 1.370008 0.18 -0.11 -0.04
C -1.706675 8.436124 2.145026 -0.01 -0.02 -0.08
C 1.707187 4.643281 2.322784 0.03 0.33 -0.19
O -0.695706 -1.643708 1.123977 -0.35 -0.45 0.37
C 3.193658 -3.017907 -1.230503 -0.10 0.05 -0.04
N -1.771390 -2.680583 -0.570702 0.03 0.02 -0.17
C 0.229258 8.167068 3.521103 -0.05 0.03 0.22
C 0.797442 7.341943 2.564016 0.12 -0.28 0.19
N 2.158943 6.915578 2.812556 0.00 -0.44 -0.72
H 0.585428 6.509676 0.591891 0.00 -0.04 -0.01
C -1.038727 8.696057 3.328134 0.11 0.01 0.11
C 1.344926 2.597298 1.066644 0.16 -0.07 -0.22
H 6.339794 -3.932506 0.753920 -0.04 0.00 -0.03
H -1.650800 7.487424 0.221910 0.03 0.00 0.02
H -1.804409 -4.442198 3.282993 -0.04 -0.05 -0.02
C 2.082293 3.770653 1.271243 0.17 0.10 -0.18
H 4.266905 3.316671 -1.293767 -0.03 0.00 0.01
Br -3.415169 9.181946 1.858155 -0.04 0.01 -0.01
H 2.820714 1.317083 -1.582344 0.03 -0.07 -0.06
O -0.398737 1.090547 1.669955 0.52 0.79 0.52
C -1.403569 -3.532876 2.855902 -0.03 0.02 -0.08
C 3.442405 3.148599 -0.615518 0.09 0.06 -0.04
H 3.767786 4.909018 0.552743 -0.03 -0.03 -0.01
H -2.271777 -3.492384 -0.892891 -0.07 -0.13 -0.07
C 4.013897 -4.001961 -1.730097 0.04 -0.11 -0.07
H -0.322529 -3.511275 2.938998 0.07 -0.01 -0.04
C 4.598652 -2.681440 0.712630 0.05 0.01 0.10
H 3.780258 -4.508986 -2.658354 0.03 0.02 0.05
N -1.309381 -1.689713 -1.438442 0.07 -0.07 0.31

***

89
Properties=species:S:1:pos:R:3:forces:R:3 method="wB97M-V/def2-TZVPD" lumo_energy_ev="-2.90 / -4.17" charge=+1 gap_ha="0.24193 / 0.23823" multiplicity=4 largest_force_ha_per_bohr=0.0101
H -0.956915 5.280122 -0.807856 -0.01 -0.04 0.00
H -1.083121 -2.953894 0.978665 0.02 -0.01 -0.06
C 2.627790 1.058175 0.562909 -0.11 -0.25 -0.08
C -0.901594 -0.601001 -2.085660 -0.08 -0.01 -0.09
C 3.969294 -0.425247 -2.775046 0.11 0.13 -0.13
Si 0.243371 3.135773 -1.149373 0.05 -0.01 0.13
H 4.580710 1.742824 0.071939 -0.01 -0.03 -0.01
H 1.101836 -4.060233 -3.390874 -0.04 0.02 0.01
C -1.223063 0.803624 3.424221 0.08 -0.01 -0.11
O 2.070941 -0.491821 -1.399112 0.25 -0.16 -0.24
H -4.208462 -3.075819 1.015295 0.00 0.01 -0.02
C -1.250082 4.275686 -1.125119 -0.15 0.12 -0.04
C -1.971739 -0.508495 -4.278201 -0.03 0.20 -0.05
H 2.137240 -1.599581 4.057769 0.02 -0.01 0.01
H -5.198565 0.543721 -1.080258 0.00 -0.01 0.01
H -0.704922 3.184819 1.276323 0.08 0.04 -0.09
C 1.404869 -3.630868 -0.139343 0.07 0.08 0.24
H -1.157668 -1.132639 4.343957 0.01 -0.03 0.02
H 0.708102 3.223795 -3.625277 0.05 0.01 0.02
N -0.872416 1.395220 2.270478 -0.10 0.23 0.11
H 1.907575 -4.449466 -0.665908 0.00 0.02 0.03
C -1.240976 -4.131498 -1.412459 -0.16 -0.07 -0.02
O 3.893320 -1.633903 -0.732756 0.03 -0.02 -0.03
H 4.133516 -0.862352 3.446409 0.00 0.01 -0.01
F 3.164881 -0.346088 -3.844359 -0.06 -0.01 -0.08
H -1.750718 0.993834 5.485538 0.01 0.01 -0.01
C 3.726399 -0.297140 2.619441 0.03 0.00 0.05
N -0.717438 -1.352372 2.272213 -0.15 -0.02 -0.03
H -1.499417 -4.485398 -0.410363 -0.01 -0.01 -0.03
N -0.399251 -1.288330 -1.051794 0.33 0.21 0.32
N -0.297182 1.448860 -0.940311 -0.04 -0.05 0.12
H 0.971267 -0.306129 3.999081 0.03 -0.04 0.06
C 3.242415 -0.938069 -1.512355 -0.32 0.09 0.40
H -1.733530 4.382642 -2.097979 0.01 -0.02 0.04
C -1.487421 -1.229038 -3.233306 0.06 0.00 0.15
C -1.459381 2.902502 4.534276 -0.03 0.04 0.08
H 5.625869 0.437767 1.943543 -0.02 0.01 0.01
H 1.515000 3.177643 1.112971 -0.08 0.04 0.03
H 0.966005 -2.538793 1.940144 0.02 -0.05 -0.05
N -2.360388 -0.340850 0.451377 -0.21 -0.03 0.06
H 0.210298 -2.777460 3.517600 -0.04 0.00 0.03
H -2.149370 -3.727227 -1.864140 0.02 -0.05 0.04
C 4.555037 0.436812 1.789089 0.06 0.02 -0.03
H -2.115327 -2.961312 2.407799 0.02 -0.02 0.03
C -2.708119 -1.562221 0.894631 0.08 0.03 -0.09
H 2.393781 3.893678 -0.219418 -0.04 0.00 0.03
F 4.412990 0.839920 -2.530914 0.01 0.04 0.01
C -1.497150 1.521215 4.574867 -0.02 -0.03 0.05
Si 0.225171 -2.945224 -1.399592 0.06 0.02 0.00
C -4.866357 -1.347515 -0.095510 -0.02 -0.04 0.00
C -1.899729 0.901924 -4.239442 -0.03 -0.12 -0.07
H 0.735071 -2.376338 -3.798793 0.06 -0.03 0.00
H 1.782901 4.252014 -2.674411 0.00 -0.03 -0.01
H -1.573202 -2.305730 -3.253526 0.05 0.04 -0.01
H 2.015227 2.495606 -2.697802 -0.01 0.05 -0.01
H -0.955845 -5.018573 -1.986937 -0.03 0.03 0.03
H -2.282034 1.484524 -5.067664 -0.01 -0.02 0.00
N 1.810721 0.338241 1.353945 -0.08 -0.09 -0.27
H -2.498834 -0.837278 3.257681 -0.02 -0.01 0.03
C 1.488228 -1.046521 3.381757 -0.01 0.04 -0.08
H 2.189502 -2.922304 0.145571 -0.02 -0.05 -0.05
H -1.365175 2.627088 -3.155848 0.02 -0.05 0.01
C -1.426590 -0.678055 3.388835 0.02 -0.03 -0.06
H -2.419191 -1.010707 -5.125315 0.00 0.03 -0.01
C 2.363685 -0.319561 2.396155 -0.08 0.08 0.04
H -1.181671 4.597888 3.226455 -0.01 -0.02 0.01
C -3.957486 -2.091253 0.643193 -0.06 -0.02 0.00
C 1.396272 3.774493 0.211762 -0.05 0.01 0.10
C -1.187462 3.521555 3.326741 0.01 0.06 -0.01
C -4.515691 -0.076018 -0.516880 -0.05 0.02 -0.02
C -1.363326 1.547600 -3.157478 -0.09 0.01 0.12
H -2.013197 3.915990 -0.427088 -0.01 0.05 -0.02
H -5.840281 -1.756658 -0.330550 0.01 0.02 0.02
Tc -0.257937 0.077917 0.630856 0.08 -0.12 0.00
H 2.169054 1.534411 -0.281527 0.00 -0.08 -0.02
C -0.905816 2.736070 2.229592 0.02 -0.11 0.00
C -1.649671 -2.317936 1.653198 0.05 0.07 0.03
C 3.987422 1.153655 0.756501 0.08 0.03 0.05
H 2.166866 -2.763570 -2.856329 -0.02 -0.06 -0.04
C -3.254819 0.398181 -0.215770 0.08 0.01 0.09
H 0.934495 -4.077737 0.739447 0.01 -0.03 -0.04
H 1.054535 4.769587 0.512368 0.03 -0.02 -0.01
C 1.260814 3.291254 -2.689655 0.10 -0.04 -0.25
C 1.123316 -3.031067 -3.020285 0.07 0.08 -0.21
F 5.026954 -1.153475 -3.119282 0.10 -0.06 -0.03
C -0.847867 0.845688 -2.042081 0.02 -0.06 -0.08
H -1.660425 3.484359 5.424394 0.00 -0.01 -0.02
C 0.501441 -2.027360 2.774195 -0.07 0.04 0.03
H -2.927328 1.383447 -0.519193 0.03 -0.02 -0.03

***

14
Properties=species:S:1:pos:R:3:forces:R:3 method="wB97M-V/def2-TZVPD" lumo_energy_ev="-3.70 / -6.99" charge=+1 gap_ha="0.30270 / 0.21983" multiplicity=3 largest_force_ha_per_bohr=0.0787
H 2.224253 1.607651 0.032442 -0.79 0.53 0.00
N 1.367738 1.043907 -0.023115 1.22 -2.51 -0.53
H -2.547191 -1.726830 -0.318769 -0.36 -1.38 0.61
H -0.016253 2.374763 0.516118 -0.66 3.66 1.59
N 2.622707 -0.944545 -0.145172 1.29 2.65 1.14
H 3.534684 -0.573644 0.275487 -1.76 -0.18 -0.43
H 2.816479 -1.829563 -0.539010 -0.68 -1.09 -0.60
C 1.504377 -0.268763 -0.305681 1.16 -0.87 -0.31
N -1.704092 -0.044405 -0.567740 1.45 0.09 -1.58
H -3.650452 -0.461090 -0.201106 -2.95 1.12 -0.96
N -0.918317 0.717490 -0.067178 -1.99 0.78 0.29
H -2.564190 -0.582177 1.098908 -0.09 -0.51 2.06
C -2.728239 -0.760969 0.088609 1.85 -0.82 -0.64
C 0.058502 1.448178 0.156205 2.29 -1.50 -0.63

***

56
Properties=species:S:1:pos:R:3:forces:R:3 method="wB97M-V/def2-TZVPD" lumo_energy_ev="-2.87 / -5.95" charge=+1 gap_ha="0.24264 / 0.20264" multiplicity=6 largest_force_ha_per_bohr=0.0863
C -2.458483 4.983755 12.749969 1.21 -1.12 -0.89
H 0.101361 4.904312 19.377291 -0.05 -0.47 0.15
H 2.586350 3.008573 12.562284 -0.54 -0.65 0.02
C -3.177671 4.767444 16.270436 -0.03 0.96 -0.65
C 1.055153 4.390464 19.397308 1.52 0.42 2.02
C 0.940902 8.301594 17.576124 0.87 -0.42 0.48
H -3.507618 4.917269 15.176554 0.41 -0.60 1.34
C -2.462001 4.801015 11.345525 -2.17 0.08 2.14
H -3.060147 6.344598 19.128959 -0.64 0.76 0.64
H 1.473338 4.847681 21.427823 0.23 0.30 0.52
N 1.357345 3.548589 15.877458 -0.07 0.71 0.13
H 4.699063 3.239319 19.002296 0.45 -0.31 0.56
C -0.106444 4.442914 11.444805 -0.30 0.41 1.62
H -3.254220 5.412914 13.327478 -0.64 -0.35 -0.15
O 2.162920 6.395677 14.642004 -0.67 0.42 0.83
N -1.383869 4.597644 13.509971 -0.06 1.67 -2.58
C 0.191649 8.547691 15.277463 0.80 -2.76 -1.34
N 0.529490 3.978482 14.932871 1.93 -1.48 3.71
C -3.454858 5.807163 18.298802 1.82 -1.48 -0.32
O 2.909582 6.500414 16.749660 -2.08 0.36 0.14
H -2.461658 6.915041 16.641740 -0.94 -1.33 0.56
Ir -1.244158 4.450020 15.428514 -2.07 0.66 0.19
C 0.814822 3.817417 17.070269 -0.80 -0.35 0.49
C 0.169558 9.453883 17.871840 -0.92 1.18 0.70
C -3.769189 3.790318 17.187674 0.14 1.65 0.38
C 3.242573 3.972755 20.451405 -1.41 0.77 -1.29
H 0.235275 9.862359 18.886547 -0.04 -0.34 -0.35
H -1.199913 4.440249 9.689144 0.06 0.35 -0.43
C 0.961208 4.003143 13.670706 -1.02 0.43 -2.94
C -3.879196 4.404575 18.377279 -2.12 -0.30 1.45
C 2.020703 6.796785 15.781015 0.90 0.43 -0.16
C -0.666648 9.544052 15.634887 -1.55 2.32 -0.61
H 3.106656 3.710175 14.087454 -0.62 0.03 0.13
O -0.446523 4.108691 17.200746 0.31 0.14 -0.33
H 0.205581 8.162028 14.241024 0.14 0.44 0.56
H -4.074678 2.841840 16.894458 -0.48 -1.51 -0.23
H -1.336092 10.835252 17.256599 0.32 0.04 -0.21
C 3.671782 3.473082 19.207154 2.16 0.95 2.61
H 3.968750 4.190055 21.206024 0.05 -0.33 0.63
C -0.144231 4.384068 12.859900 0.95 -0.83 -0.65
C -0.652560 10.049523 16.943692 -0.14 -0.45 0.49
H 2.453469 6.840501 17.632128 1.10 -0.37 -0.85
C 0.946580 7.843223 16.193862 1.06 -0.25 0.20
H -1.314881 10.055574 14.852546 0.90 -0.86 1.12
C 1.608093 3.839692 18.269566 -2.75 0.84 -1.34
C 2.374988 3.790449 13.281439 0.72 1.21 -1.01
H 3.238310 2.988175 17.251346 -0.03 0.45 -0.27
C -1.226837 4.646880 10.742467 -1.03 -1.14 -1.39
H -4.469656 4.059536 19.261927 1.02 -0.11 -0.84
C 1.905516 4.446828 20.535485 0.08 -0.63 -1.16
C 2.884930 3.481257 18.145890 0.99 -2.29 -1.57
O 1.632291 7.765128 18.504999 -0.79 0.30 -0.99
H 0.750195 4.255463 10.890165 1.76 -0.29 -0.46
H -3.467640 4.576180 10.874552 1.48 1.10 0.23
C -2.990221 5.985747 17.039935 0.73 1.92 -1.57
H 2.672111 4.684480 12.686476 -0.14 -0.24 0.54

***

70
Properties=species:S:1:pos:R:3:forces:R:3 method="wB97M-V/def2-TZVPD" lumo_energy_ev="-2.62 / -5.66" charge=+1 gap_ha="0.29910 / 0.18605" multiplicity=5 largest_force_ha_per_bohr=0.0139
H 1.936292 4.576993 7.818458 0.00 0.01 0.01
O 2.636268 -2.175580 -0.732273 0.10 -0.06 -0.08
N -1.169961 2.306259 1.573357 -0.17 0.00 0.42
C 2.142073 2.826583 4.938812 0.14 -0.07 0.03
H -4.273965 4.769376 0.052967 0.01 0.00 0.02
C -2.381179 2.705496 1.179347 0.25 -0.21 -0.05
H 2.973499 -1.942235 -5.424491 0.00 0.00 0.02
H -5.486866 4.342031 1.276295 0.01 0.00 0.00
H -0.289947 -1.830390 -7.418799 0.00 0.00 0.00
H -0.758561 -4.050095 -5.370553 -0.01 0.00 0.00
F -3.691858 1.297418 -5.013782 0.01 0.00 0.02
N 0.405591 -1.221062 2.463448 -0.13 -0.15 0.22
C 2.108866 -2.200100 -6.035268 0.02 0.01 -0.02
H -5.283920 2.711005 -0.805017 0.00 0.02 0.00
Pd 0.042840 0.536042 0.833252 -0.41 0.17 -0.56
C -1.969133 0.568677 -3.607538 0.05 -0.07 -0.05
C -2.648596 0.479807 -4.785654 -0.02 0.01 -0.03
C -0.527673 -1.214505 -4.378596 0.05 -0.07 -0.02
H 4.451611 -2.425168 4.146622 0.02 0.00 0.00
C -0.105695 -3.465804 -6.022987 0.02 -0.02 -0.01
H 0.269153 -4.137412 -6.795048 0.00 0.01 0.00
H -0.937660 4.245358 4.677451 -0.01 0.00 -0.01
S -1.932017 -1.041547 1.387846 0.02 0.07 -0.13
H 1.543230 -3.774873 -4.688302 -0.01 0.00 -0.04
C -0.167579 -0.224861 -2.109371 -0.01 0.04 0.00
C 1.068157 -2.942629 -5.209490 -0.02 -0.04 0.05
C -0.888971 -0.297716 -3.385577 0.00 0.06 0.04
C 1.478568 -4.084567 4.384058 -0.04 0.04 -0.03
C 0.914364 -1.132163 -1.950111 -0.07 0.02 -0.14
C 1.640089 4.175293 6.858285 -0.02 0.02 0.01
H 3.476573 3.093067 6.582666 0.02 -0.01 0.00
H 1.704806 -1.275666 -6.447842 -0.02 0.01 -0.01
S -0.964698 -3.293294 3.226498 -0.16 -0.08 0.00
C 2.644575 -1.709809 3.296400 -0.12 -0.02 -0.02
C 1.852065 -1.242920 -0.766887 -0.12 0.05 0.24
O -0.577968 0.619786 -1.262696 0.05 0.03 0.06
C 0.883157 3.145121 4.388372 0.00 0.02 0.03
C -4.744635 2.655220 0.138875 -0.02 0.01 0.06
O 1.237668 1.840316 2.443616 0.07 0.05 0.03
H -2.237742 1.289637 -2.854023 -0.02 0.06 0.04
C 0.020697 3.996408 5.108141 -0.01 0.02 -0.01
C -4.573301 4.016269 0.781621 -0.04 0.00 -0.05
H -1.790219 -2.676328 -7.122820 0.00 0.00 0.00
N 0.551840 -2.056820 -4.141907 -0.08 0.03 -0.02
N -0.790492 2.942189 2.661458 0.37 -0.06 -0.05
H 2.644587 1.765177 3.464427 0.01 -0.01 -0.04
C -0.814385 -1.783053 2.368388 0.42 0.10 0.08
H 3.059874 -0.828979 2.828318 -0.01 0.02 0.01
C 2.812571 -3.770915 4.551072 0.08 0.06 -0.01
C 1.202796 -1.990297 -2.985239 0.07 -0.01 0.03
C 2.506743 3.349698 6.181247 -0.05 0.00 -0.03
C -2.312966 -0.443035 -5.773158 0.02 -0.01 0.04
H 1.066588 -4.993102 4.798292 -0.02 -0.01 0.00
C -0.883814 -2.312809 -6.638270 -0.01 0.00 -0.02
S -3.089753 2.000055 -0.211160 -0.08 -0.05 -0.09
O 1.781508 -0.329109 0.142994 0.11 -0.16 0.01
H -2.900319 -0.481961 -6.681140 -0.02 0.01 -0.01
H 2.038513 -2.668287 -2.859286 0.00 0.01 0.03
C 1.264659 -1.993830 3.125076 0.12 -0.05 0.08
C 0.388084 4.508031 6.326454 0.03 -0.04 -0.03
H 2.448350 -2.825295 -6.860562 0.01 -0.02 -0.01
H 3.443005 -4.449918 5.109047 0.00 -0.01 0.01
C 3.394894 -2.599189 4.004831 -0.04 -0.07 0.03
S -3.275512 3.886722 2.044637 -0.04 0.08 0.03
C 0.498377 2.579558 3.109371 -0.37 0.11 -0.12
O 3.025701 2.028493 4.325046 -0.05 0.04 0.04
H -5.257373 1.960464 0.804232 0.01 -0.01 -0.01
H -0.278327 5.162856 6.868475 -0.01 0.01 0.01
C 0.699394 -3.194875 3.656585 0.10 0.04 -0.01
C -1.252537 -1.299207 -5.588487 -0.01 0.06 0.06

***

Look up the charge of the fifth one.
+1